The following is a quantum chemistry calculation of a 2-piece molecular cluster, C2H7BN2 overall at a distorted geometry, from OMol25.

## Properties
Highest occupied orbital energy (Eh): -0.317
Electronic energy (hartree): -214.74143
Energy above the lowest of the compared OMol25 structures with the same formula, charge and spin (eV): 0.751
Multiplicity: 1

Cartesian coordinates (Å):
B: -1.3154 -0.1649 0.0985
C: 0.9331 -0.6173 -0.0516
C: 0.7021 0.9087 -0.1198
N: -0.4007 -1.1536 -0.0374
N: -0.7211 1.1274 -0.0135
H: -2.9015 -0.6647 0.2035
H: 1.3407 -1.2153 -0.9951
H: 1.4913 -0.8407 0.8602
H: 1.1246 1.5209 0.7599
H: 1.1210 1.3829 -1.1376
H: -0.3731 -2.2029 -0.0433
H: -1.0011 1.9196 0.4763

***

The following is a quantum chemistry calculation of an isolated ion of composition C2H7BNO2 and charge +1 at a distorted geometry, from OMol25.

## Properties
Highest occupied orbital energy (spin up / spin down) (Eh): -0.446 / -0.563
Electronic energy (hartree): -310.15579
Energy above the lowest of the compared OMol25 structures with the same formula, charge and spin (eV): 0.000
Total charge: +1
Multiplicity: 3

Cartesian coordinates (Å):
B: 1.0370 1.3492 0.1068
C: 0.3961 0.0449 0.6114
C: -0.6303 -0.7948 -0.5151
N: -1.1906 -2.0371 -0.0438
O: 0.7345 1.7676 -1.1845
O: 1.5748 1.9458 1.1675
H: 0.3460 -0.4287 1.5217
H: -0.8365 -0.3761 -1.4400
H: -0.9864 -2.1744 0.9166
H: -0.9800 -2.8015 -0.7701
H: -2.2073 -1.9747 -0.1313
H: 0.8772 2.5927 -1.5200
H: 1.8654 2.8871 1.2807

***

The following is a quantum chemistry calculation of C2H7BO2 in the gas phase at a distorted geometry, from OMol25.

## Properties
Highest occupied orbital energy (Eh): -0.383
Electronic energy (hartree): -255.79576
Energy above the lowest of the compared OMol25 structures with the same formula, charge and spin (eV): 0.665
SMILES: COB(C)O
Multiplicity: 1

Cartesian coordinates (Å):
B: 0.9179 0.8029 -0.1256
C: 0.6210 -0.5870 0.9551
C: -1.2823 0.6623 -1.0794
O: 2.0635 1.4701 -0.1507
O: -0.0160 1.2496 -0.9695
H: -0.3939 -0.6529 1.0658
H: 1.1759 -0.4090 1.9141
H: 1.0485 -1.5489 0.6219
H: -1.2042 -0.3262 -1.3972
H: -1.7252 1.1601 -1.9240
H: -1.9474 0.6780 -0.1605
H: 2.5939 1.3804 0.5758

***

The following is a quantum chemistry calculation of a 2-piece molecular cluster, C2H7BS3 overall at a distorted geometry, from OMol25.

## Properties
Highest occupied orbital energy (Eh): -0.301
Electronic energy (hartree): -1299.79538
Energy above the lowest of the compared OMol25 structures with the same formula, charge and spin (eV): 0.000
Multiplicity: 1

Cartesian coordinates (Å):
B: 0.8162 -0.7644 0.0797
C: -2.6892 -0.4783 -0.4159
C: 2.0183 1.7783 0.3858
S: 0.3377 -2.4499 -0.0723
S: -1.4735 0.6468 0.2958
S: 2.3633 0.0081 0.1050
H: -2.6414 -0.4403 -1.5009
H: -3.6602 -0.1261 -0.0690
H: -2.5126 -1.4847 -0.0549
H: 1.9979 1.9551 1.4532
H: 1.0617 2.0260 -0.0565
H: 2.8310 2.3300 -0.0756
H: 1.5509 -3.0007 -0.0743

***

The following is a quantum chemistry calculation of a 2-piece molecular cluster, C2H7Br2N2 overall at a distorted geometry, from OMol25.

## Properties
Highest occupied orbital energy (Eh): -0.511
Electronic energy (hartree): -5337.61560
Energy above the lowest of the compared OMol25 structures with the same formula, charge and spin (eV): 1.227
Total charge: +1
Multiplicity: 1

Cartesian coordinates (Å):
C: 0.5126 0.6078 0.2510
C: 0.4886 -0.7146 -0.4827
N: -0.7732 1.3308 0.0130
N: -0.6736 -1.4039 -0.0888
Br: 2.0026 1.7731 0.0033
Br: 2.2676 -1.6616 -0.0521
H: 0.3735 0.0896 1.7992
H: 0.5188 -0.5909 -1.5692
H: -0.8748 2.1430 0.6451
H: -0.8083 1.6847 -0.9598
H: -0.6576 -1.6453 0.9001
H: -0.8299 -2.2615 -0.6068
H: -1.5461 0.6489 0.1475

***

The following is a quantum chemistry calculation of a 2-piece molecular cluster, C2H7BrN overall at a distorted geometry, from OMol25.

## Properties
Highest occupied orbital energy (spin up / spin down) (Eh): -0.517 / -0.542
Electronic energy (hartree): -2708.70772
Energy above the lowest of the compared OMol25 structures with the same formula, charge and spin (eV): 4.894
Total charge: +1
Multiplicity: 1

Cartesian coordinates (Å):
C: -0.8131 0.4278 0.1665
C: 1.5183 -0.4695 0.2831
N: 0.5107 0.6155 -0.2339
Br: 3.2834 0.0361 0.0434
H: -1.3128 -0.3378 -0.4266
H: -1.0204 0.0467 1.1085
H: -1.3614 1.2969 -0.1175
H: 1.3332 -1.0925 1.1880
H: 1.5653 -2.4404 -1.4064
H: 0.8137 1.5074 0.0987
H: 0.6317 0.5056 -1.2166

***

The following is a quantum chemistry calculation of an isolated ion of composition C2H7BrN5 and charge +1 at a distorted geometry, from OMol25.

## Properties
Highest occupied orbital energy (Eh): -0.509
Electronic energy (hartree): -2927.75133
Total charge: +1
Multiplicity: 1

Cartesian coordinates (Å):
C: -0.0939 -0.4817 0.1533
C: 1.9420 0.4895 0.2369
N: 0.0572 1.6964 -0.8880
N: -0.9836 1.7942 -0.2668
N: 0.7429 0.3526 -0.5005
N: -1.5184 0.8934 0.3239
N: -0.9694 -1.4926 -0.6381
Br: -2.6735 1.0633 1.8713
H: 0.3132 -0.8449 1.0635
H: 2.4507 1.3216 -0.3056
H: 1.7066 0.8008 1.3050
H: 2.5106 -0.4488 0.0557
H: -0.5559 -2.4648 -0.6728
H: -1.0190 -1.2224 -1.5710
H: -1.9095 -1.4565 -0.1671

***

The following is a quantum chemistry calculation of an isolated ion of composition C2H7BrNO and charge +1 at a distorted geometry, from OMol25.

## Properties
Highest occupied orbital energy (Eh): -0.540
Electronic energy (hartree): -2784.08795
Energy above the lowest of the compared OMol25 structures with the same formula, charge and spin (eV): 1.451
Total charge: +1
SMILES: [NH3+]C[C@@H](O)Br
Multiplicity: 1

Cartesian coordinates (Å):
C: -0.3315 0.7679 0.4851
C: -0.3346 -1.1123 0.4208
N: 0.8430 1.2689 -0.3382
O: -1.2242 -1.3927 -0.5552
Br: 1.4189 -1.8026 -0.2787
H: -1.3146 0.9487 -0.0438
H: -0.5602 0.9577 1.5579
H: -0.6332 -1.5061 1.4254
H: 0.6585 2.2720 -0.6148
H: 0.7483 0.6244 -1.1617
H: 1.8855 1.2733 0.0352
H: -1.1561 -2.2992 -0.9321

***

The following is a quantum chemistry calculation of C2H7BrO as an isolated structure at a distorted geometry, from OMol25.

## Properties
Highest occupied orbital energy (Eh): -0.375
Electronic energy (hartree): -2729.62162
Energy above the lowest of the compared OMol25 structures with the same formula, charge and spin (eV): 0.587
Multiplicity: 1

Cartesian coordinates (Å):
Br: -0.2824 0.9642 -1.3102
C: -1.5542 -0.5588 0.7657
C: -0.1152 -0.1822 0.3009
H: -2.0468 0.3391 1.1751
H: -1.6005 -1.3610 1.5214
H: -2.1084 -0.8867 -0.1298
H: 0.5895 0.2262 1.0507
H: 0.3076 -1.1337 -0.0750
O: 2.4145 1.2253 -1.0008
H: 1.5646 1.0200 -1.4523
H: 2.8313 0.3476 -0.8456

***

The following is a quantum chemistry calculation of an isolated ion of composition C2H7ClN and charge +1 at a distorted geometry, from OMol25.

## Properties
Highest occupied orbital energy (Eh): -0.583
Electronic energy (hartree): -595.06098
Energy above the lowest of the compared OMol25 structures with the same formula, charge and spin (eV): 0.000
Total charge: +1
SMILES: [NH3+]CCCl
Multiplicity: 1

Cartesian coordinates (Å):
C: 0.5866 -0.3461 0.2871
C: -0.8364 -0.9793 -0.1555
N: 0.6500 1.0918 -0.1073
Cl: -2.0727 0.4055 0.0099
H: 1.3338 -0.8610 -0.3042
H: 0.7366 -0.5070 1.3978
H: -1.3318 -1.6246 0.5038
H: -0.7854 -1.4174 -1.0989
H: 0.6596 1.2137 -1.1544
H: 1.4391 1.4561 0.4087
H: -0.3795 1.5684 0.2128

***

The following is a quantum chemistry calculation of a 2-piece molecular cluster, C2H7ClNO2P overall at a distorted geometry, from OMol25.

## Properties
Highest occupied orbital energy (Eh): -0.361
Electronic energy (hartree): -1087.17918
Energy above the lowest of the compared OMol25 structures with the same formula, charge and spin (eV): 2.014
Multiplicity: 1

Cartesian coordinates (Å):
C: 0.7023 0.3163 -1.0784
C: 0.6830 0.0804 0.4515
N: -4.6620 -0.9725 1.0583
O: -2.6315 -0.4043 -0.6190
O: -0.2204 -0.9631 0.8070
P: -3.9278 -0.1504 0.0214
Cl: -4.8166 1.5683 -0.4101
H: 1.4194 -0.1628 -1.7255
H: -0.3493 0.1116 -1.3506
H: 0.8857 1.3734 -1.2257
H: 0.4458 1.0435 0.7665
H: 1.6817 -0.2528 0.9141
H: -1.0764 -0.8501 0.4085
H: -4.2745 -1.7637 1.4203

***

The following is a quantum chemistry calculation of an isolated ion of composition C2H7ClO3P and charge +1 at a distorted geometry, from OMol25.

## Properties
Highest occupied orbital energy (Eh): -0.604
Electronic energy (hartree): -1107.43460
Energy above the lowest of the compared OMol25 structures with the same formula, charge and spin (eV): 1.785
Total charge: +1
Multiplicity: 1

Cartesian coordinates (Å):
C: -0.8590 -2.1467 -0.6589
C: 1.0635 2.1352 -0.7766
O: -1.3884 0.3951 1.2760
O: 0.1069 -1.1306 -0.3406
O: 1.1068 1.1769 0.3742
P: 0.3139 -0.0830 0.7881
Cl: 1.2778 -0.7439 2.3317
H: -1.7481 -1.4001 -0.6380
H: -0.8275 -3.0334 0.0332
H: -0.8289 -2.3896 -1.6725
H: 1.8888 1.7342 -1.4178
H: 1.3001 3.0380 -0.2804
H: 0.1346 2.0404 -1.2600
H: -1.5405 0.4075 2.2417